(1)
The ion C5H9NO with charge +1, computed with ωB97M-V/def2-TZVPD.

HOMO-LUMO gap (alpha / beta) (eV): 9.12 / 5.95
2S+1: 2
E_tot (eV): -8859.005
<S²>: 0.76
Charge: +1
Max |F| (eV Å⁻¹): 2.69

Element x y z (Å)
O  -1.697849  -2.348917  1.310896
C  -0.805570  -2.124171  0.537396
C  -1.079055  -1.028068  -0.535743
C  -1.182148  0.293564  0.211894
C  0.009228  1.164304  0.201812
C  1.318220  0.744079  0.019671
N  2.270231  1.630827  -0.244380
H  0.144937  -2.639899  0.728542
H  -1.966596  -1.389724  -1.042517
H  -0.207020  -1.089294  -1.192824
H  -1.293599  0.204931  1.315036
H  -2.064002  0.889069  -0.009663
H  -0.150327  2.235485  0.307518
H  1.562433  -0.258756  -0.312602
H  3.150362  1.243744  -0.563010
H  1.990754  2.472826  -0.732025

Cartesian forces, eV/Å:
0.06 -0.24 0.07
-1.40 0.46 0.71
1.72 -1.72 1.14
0.25 0.90 0.30
-0.47 0.06 -0.39
-0.29 0.12 -1.58
0.20 -0.45 -0.70
0.42 0.09 -0.70
-0.19 0.51 -0.13
-0.38 0.48 -0.48
-0.29 -0.61 -0.08
-0.05 0.04 -0.38
0.03 -0.07 0.28
0.03 -0.42 1.12
0.15 0.23 0.13
0.21 0.61 0.69

***

(2)
An isolated molecule of C11H16N2O4S, computed with ωB97M-V/def2-TZVPD.

HOMO-LUMO gap (eV): 9.49
E_tot (eV): -33671.752
SMILES string: COCCNC(=O)c1ccc(NS(C)(=O)=O)cc1
Max |F| (eV Å⁻¹): 0.91

Element x y z (Å)
C  0.997419  -1.500323  -4.219045
H  0.886027  -0.425419  -4.028345
O  2.357687  -1.873371  -4.233223
C  3.086541  -1.491692  -3.099261
C  2.656838  -2.188843  -1.790321
N  1.748840  -1.392986  -0.999021
C  0.450988  -1.725978  -0.795620
O  -0.038502  -2.744661  -1.248669
C  -0.336762  -0.770416  0.032845
C  -1.459868  -1.269421  0.689775
C  -2.248944  -0.451116  1.468538
C  -1.940875  0.903690  1.595205
C  -0.836037  1.417191  0.918148
C  -0.046458  0.586766  0.146728
H  0.780766  1.024722  -0.393207
H  -0.629220  2.473121  0.977475
N  -2.734104  1.731672  2.371611
S  -2.279035  3.193737  3.036320
O  -3.398865  3.599455  3.824824
O  -1.785395  4.067763  2.020754
C  -0.910683  2.740596  4.129624
H  -0.485156  3.657771  4.515196
H  -1.311209  2.138335  4.933612
H  -0.177844  2.194371  3.550441
H  -3.529032  1.314887  2.826709
H  -3.115185  -0.850306  1.975439
H  -1.696176  -2.316184  0.574097
H  2.117125  -0.553613  -0.583024
H  3.545191  -2.413354  -1.192556
H  2.143609  -3.122800  -2.030622
H  4.118570  -1.762876  -3.333240
H  3.031804  -0.398654  -2.958946
H  0.426380  -2.059564  -3.472708
H  0.611563  -1.732499  -5.209534

Cartesian forces, eV/Å:
-0.09 -0.02 0.00
0.00 0.01 -0.01
0.08 -0.07 -0.10
0.10 -0.17 0.17
0.11 0.03 -0.41
0.13 0.21 0.05
0.21 0.09 0.02
-0.17 -0.20 0.03
-0.30 0.14 0.10
0.15 0.05 -0.11
-0.05 0.20 0.08
0.66 -0.22 -0.50
-0.02 0.00 -0.01
-0.03 -0.30 0.05
0.07 0.04 -0.06
0.08 0.05 -0.10
-0.28 0.74 0.45
0.17 -0.40 0.48
-0.09 -0.19 0.17
0.21 -0.17 -0.12
-0.67 0.25 -0.55
0.03 0.20 0.01
-0.10 -0.12 0.10
0.15 -0.10 -0.11
-0.12 0.09 0.15
-0.09 -0.07 0.07
-0.03 -0.08 -0.02
-0.14 -0.10 0.06
-0.06 -0.03 -0.05
0.15 0.05 0.05
-0.04 0.07 0.09
0.05 -0.08 -0.01
0.01 0.02 -0.02
-0.07 0.05 0.02

***

(3)
A structure of composition C33H38CoN4S, computed with ωB97M-V/def2-TZVPD.

HOMO-LUMO gap (alpha / beta) (eV): 6.70 / 6.55
2S+1: 4
E_tot (eV): -89248.718
<S²>: 3.76
Charge: +2
Max |F| (eV Å⁻¹): 0.33

Element x y z (Å)
Co  -0.520245  -0.524992  -0.281612
C  -2.047708  -2.990389  2.340305
C  -1.528188  -2.790157  0.943673
C  -2.306816  -2.172117  -0.039947
C  -1.844316  -2.039228  -1.360566
C  -0.578159  -2.519343  -1.708875
C  0.210504  -3.126272  -0.730074
C  -0.259189  -3.253379  0.571657
H  -1.677986  -2.208467  3.007585
H  -1.705476  -3.944572  2.742419
H  -3.137602  -2.975614  2.364776
H  -3.315818  -1.867450  0.208154
H  -2.497269  -1.638654  -2.126142
H  -0.231642  -2.452178  -2.732127
H  1.185435  -3.518065  -0.993983
H  0.358269  -3.738976  1.317663
C  -0.711716  1.629579  -3.218016
C  0.347151  0.681266  -3.732008
C  0.475249  0.459768  -5.097132
C  1.428460  -0.413162  -5.596052
C  2.271972  -1.074222  -4.724389
C  2.198484  -0.867428  -3.348004
C  3.154070  -1.633994  -2.452610
C  1.228369  0.023340  -2.868147
N  1.077510  0.178226  -1.429100
C  2.006854  0.687162  -0.716248
C  3.205488  1.404740  -1.237326
C  1.887578  0.483113  0.791527
C  2.964973  1.029595  1.665174
N  0.880096  -0.188952  1.201051
C  0.831300  -0.663057  2.578616
C  -0.084623  -0.109388  3.477403
C  -1.034788  0.992346  3.072549
C  -0.097486  -0.587996  4.780959
C  0.748097  -1.611721  5.178402
C  1.628282  -2.163475  4.265855
C  1.699596  -1.694514  2.955237
C  2.699000  -2.334695  2.009788
H  -1.262689  2.070825  -4.047855
H  -0.282825  2.445910  -2.631211
H  -1.437300  1.112920  -2.581977
H  -0.190273  0.981082  -5.777801
H  1.510577  -0.578705  -6.664644
H  3.010949  -1.771923  -5.107981
H  3.320165  -2.634120  -2.851826
H  2.785976  -1.739102  -1.433050
H  4.136003  -1.154054  -2.404253
H  3.142214  1.548620  -2.310651
H  4.121741  0.855368  -1.007521
H  3.293069  2.376902  -0.746695
H  3.117540  2.087665  1.441603
H  3.916066  0.527983  1.463112
H  2.724248  0.912811  2.716971
H  -0.506781  1.882577  2.718972
H  -1.655223  1.288985  3.918579
H  -1.706557  0.666690  2.270591
H  -0.791592  -0.151297  5.492649
H  0.720268  -1.976802  6.198686
H  2.287963  -2.972857  4.566315
H  2.766868  -3.405311  2.203468
H  3.705252  -1.932123  2.154542
H  2.434263  -2.203347  0.961722
N  -5.244843  4.808646  0.043460
C  -3.913106  4.892937  0.199723
S  -3.137830  6.302830  0.502990
C  -3.160921  3.585293  0.076354
C  -3.793759  2.363701  -0.138469
C  -3.046660  1.208482  -0.236759
N  -1.714784  1.194465  -0.137921
C  -1.099002  2.375632  0.066843
C  -1.772465  3.566454  0.178083
H  -5.783294  5.655215  0.118876
H  -5.739025  3.957464  -0.146439
H  -4.868445  2.272654  -0.231134
H  -3.538543  0.256901  -0.405626
H  -0.019941  2.361221  0.143296
H  -1.235014  4.492732  0.344539

Cartesian forces, eV/Å:
0.08 -0.03 0.02
0.04 0.01 -0.04
0.00 0.01 0.12
-0.07 -0.08 -0.11
-0.19 -0.24 -0.10
-0.14 -0.03 -0.11
0.06 0.04 0.08
0.04 -0.03 0.04
0.02 0.00 -0.01
-0.02 0.03 -0.04
0.06 0.01 -0.02
0.01 0.05 0.01
0.02 0.08 0.01
0.00 0.06 0.02
-0.04 0.02 0.02
-0.03 0.00 -0.02
0.08 -0.12 -0.06
-0.18 0.18 0.12
-0.11 0.06 -0.04
0.00 0.00 -0.09
0.11 -0.09 0.05
0.14 -0.15 0.19
-0.09 0.14 -0.15
0.03 0.00 0.26
-0.08 -0.10 -0.23
0.13 0.10 0.18
0.03 -0.03 0.05
0.13 0.19 -0.12
0.07 -0.03 -0.06
-0.11 -0.10 0.27
0.10 0.06 -0.21
-0.14 0.23 -0.12
0.02 -0.11 0.01
-0.12 0.01 0.08
0.01 -0.01 0.05
0.09 -0.08 -0.03
0.10 -0.16 -0.21
-0.09 0.12 0.15
0.06 -0.02 0.02
0.00 -0.05 -0.02
0.08 0.04 -0.10
0.07 -0.04 0.07
-0.02 0.01 0.11
-0.07 0.09 0.04
-0.02 0.01 -0.02
-0.01 0.00 0.06
-0.08 0.02 -0.02
-0.01 0.00 -0.06
-0.03 0.00 0.01
-0.01 -0.03 -0.04
-0.01 -0.04 0.03
-0.04 0.02 0.00
-0.01 -0.01 0.02
-0.01 -0.07 0.03
0.08 -0.02 -0.04
0.09 0.02 0.14
0.08 -0.04 -0.07
0.00 0.03 -0.09
-0.07 0.10 -0.02
0.00 0.01 0.03
-0.06 0.04 0.01
-0.01 0.03 -0.04
0.22 0.05 0.04
-0.05 -0.10 -0.04
0.00 -0.16 -0.02
-0.17 0.12 0.01
-0.17 0.07 0.01
-0.03 -0.13 -0.04
0.28 0.06 0.08
-0.10 -0.15 -0.06
0.04 0.14 0.01
-0.04 0.06 0.00
-0.02 0.01 -0.01
0.11 -0.04 0.01
0.05 0.10 0.01
-0.01 -0.07 -0.01
-0.07 -0.05 -0.01

***

(4)
An isolated molecule of C5H5FS, computed with ωB97M-V/def2-TZVPD.

HOMO-LUMO gap (eV): 8.77
E_tot (eV): -18817.557
SMILES string: F/C=C1\CC=CS1
Max |F| (eV Å⁻¹): 0.99

Element x y z (Å)
C  -1.834034  -1.051666  -0.004662
C  -0.585307  -0.605134  0.001682
C  -0.195901  0.858964  0.000816
C  1.306061  0.906478  -0.003461
C  1.904178  -0.289110  -0.009242
H  -2.162452  -2.065738  -0.007637
H  -0.600889  1.355048  0.879932
H  -0.630646  1.351920  -0.874364
H  1.870035  1.852603  0.012781
H  2.955459  -0.467456  0.002103
F  -2.855059  -0.166827  0.000071
S  0.828554  -1.679078  0.001982

Cartesian forces, eV/Å:
0.57 0.52 0.03
-0.18 -0.15 0.00
0.08 -0.14 -0.14
0.57 -0.16 -0.04
-0.71 0.69 0.06
-0.13 -0.50 -0.01
-0.12 0.12 0.12
0.05 0.06 0.05
-0.39 -0.59 -0.04
0.49 -0.08 -0.02
-0.10 0.09 -0.01
-0.13 0.12 -0.02